(1)
Here is 22 unconnected molecules or ions with the total composition C31H16BCl84FN2O2 from OMol25. Energies are from ωB97M-V with the def2-TZVPD basis set.

Values from the calculation:
Kohn-Sham gap	10.11	eV
LUMO level	-0.53	eV

ORCA input file:
```
! RIJCOSX wB97M-V def2-TZVPD def2/J DEFGRID3
* xyz 0 1
C -1.5110 0.9743 0.1064
C -3.0186 0.4863 0.5720
C -3.6079 1.3892 1.7892
C -4.0326 0.2512 -0.6620
C -4.7634 1.5672 -1.2456
C -5.0893 1.2300 -2.8217
N -5.3471 1.0078 -4.0203
B -6.2683 1.7828 -0.5666
O -6.5999 1.1287 0.7211
O -7.3372 2.5522 -1.1783
C -3.8661 2.9149 -1.2708
C -2.7709 2.7029 -2.4759
N -1.8721 2.4558 -3.3031
C -4.6979 4.2604 -1.6994
C -5.1171 5.1943 -0.4511
F -3.9312 5.9362 0.0233
H -1.2931 0.6268 -0.9779
H -0.7631 0.4155 0.8032
H -1.4143 2.1110 0.2689
H -2.8344 -0.5727 1.0396
H -2.7128 1.6771 2.4887
H -4.3222 0.7386 2.4177
H -4.1615 2.3439 1.4583
H -3.4552 -0.2485 -1.5373
H -4.8117 -0.5467 -0.3082
H -6.4295 1.7518 1.4701
H -7.8985 2.8495 -0.3973
H -3.2396 3.1107 -0.3256
H -5.5864 4.0105 -2.4170
H -3.9682 4.9047 -2.3525
H -5.8664 6.0038 -0.8388
H -5.6621 4.6480 0.4087
C 0.2322 1.0071 -6.1197
Cl 1.2239 1.0834 -4.6449
Cl 0.2006 2.6071 -6.8961
Cl 0.9302 -0.1845 -7.2427
Cl -1.4244 0.5219 -5.6955
C -7.7455 5.0218 -5.1879
Cl -7.7199 4.1083 -3.6622
Cl -6.1928 4.8124 -6.0294
Cl -9.0644 4.4193 -6.2178
Cl -8.0045 6.7476 -4.8415
C -2.4945 -1.7941 5.1191
Cl -3.5994 -3.1540 4.8134
Cl -1.3400 -2.2423 6.3936
Cl -1.6059 -1.4058 3.6280
Cl -3.4306 -0.3735 5.6394
C 0.5668 3.5267 -11.1441
Cl 1.3738 2.9329 -12.6135
Cl -1.1463 3.8503 -11.4972
Cl 0.6871 2.2971 -9.8646
Cl 1.3540 5.0256 -10.6007
C 2.3347 -3.8727 6.1955
Cl 1.5679 -2.9245 4.9009
Cl 2.5118 -5.5623 5.6669
Cl 3.9375 -3.1906 6.5587
Cl 1.3213 -3.8123 7.6577
C 5.4424 -1.8393 10.4732
Cl 5.5258 -2.7123 12.0206
Cl 6.9659 -2.0671 9.5836
Cl 4.0904 -2.4720 9.5085
Cl 5.1894 -0.1062 10.7830
C 5.3787 -7.6190 7.5109
Cl 6.1675 -7.9368 5.9489
Cl 3.9758 -8.6972 7.6976
Cl 6.5344 -7.9151 8.8304
Cl 4.8366 -5.9265 7.5656
C 4.4831 7.5117 -11.1096
Cl 5.9756 8.3015 -11.6685
Cl 3.4163 8.7219 -10.3604
Cl 3.6528 6.7656 -12.4937
Cl 4.8873 6.2571 -9.9155
C 5.6600 0.7529 5.5548
Cl 6.0861 0.0281 7.1232
Cl 5.6176 2.5239 5.7153
Cl 6.8792 0.2967 4.3434
Cl 4.0617 0.1641 5.0398
C 5.6589 2.2912 -11.2295
Cl 6.4692 3.0077 -9.8173
Cl 3.9190 2.1319 -10.8974
Cl 5.8990 3.3397 -12.6464
Cl 6.3466 0.6845 -11.5563
C -6.3116 -1.8052 8.1175
Cl -7.0785 -1.4197 6.5591
Cl -6.5842 -0.4685 9.2592
Cl -7.0198 -3.2989 8.7738
Cl -4.5644 -2.0325 7.8773
C 3.6958 -10.2891 11.4515
Cl 4.1405 -11.0188 13.0115
Cl 3.6510 -8.5185 11.6164
Cl 4.8986 -10.7392 10.2217
Cl 2.0925 -10.8791 10.9564
C -1.2673 -2.5979 -10.0668
Cl -2.9830 -3.0626 -10.0035
Cl -0.4311 -3.2211 -8.6252
Cl -0.5204 -3.2843 -11.5279
Cl -1.1348 -0.8246 -10.1108
C 7.3186 -8.6637 1.9255
Cl 8.2903 -7.4002 1.1364
Cl 7.0266 -9.9907 0.7778
Cl 8.1954 -9.2876 3.3424
Cl 5.7624 -7.9765 2.4454
C 0.2141 5.2191 1.1913
Cl 1.0127 4.6035 -0.2746
Cl -1.4997 5.5407 0.8385
Cl 0.3395 4.0058 2.4866
Cl 1.0016 6.7264 1.7124
C 4.6979 -2.9909 1.6589
Cl 3.9521 -2.6074 0.0902
Cl 4.4108 -1.6529 2.7956
Cl 3.9802 -4.4836 2.3077
Cl 6.4486 -3.2200 1.4432
C -8.3173 -5.5788 11.8542
Cl -7.5273 -5.9051 10.2939
Cl -9.7244 -6.6504 12.0416
Cl -7.1649 -5.8767 13.1755
Cl -8.8523 -3.8835 11.9050
C 5.1814 -3.0563 -10.4174
Cl 3.9868 -4.3171 -10.0332
Cl 6.3429 -2.9121 -9.0779
Cl 6.0472 -3.4942 -11.9083
Cl 4.3498 -1.5022 -10.6502
C 4.9250 5.3602 1.7527
Cl 4.9810 4.4822 3.2999
Cl 6.4635 5.1291 0.8898
Cl 3.5884 4.7471 0.7496
Cl 4.6769 7.0933 2.0678
C 7.8581 3.1546 -5.7097
Cl 7.1564 4.1412 -7.0129
Cl 8.0499 1.4786 -6.2735
Cl 9.4468 3.8136 -5.2569
Cl 6.7788 3.1851 -4.2966
C -10.6658 2.3274 1.2361
Cl -11.3715 3.3070 -0.0694
Cl -10.4663 0.6510 0.6787
Cl -9.0781 2.9952 1.6857
Cl -11.7427 2.3587 2.6505
*
```

These are the Löwdin partial charges, in e, on atoms 1 to 5:
1 C -0.081
2 C -0.352
3 C -0.087
4 C -0.118
5 C -0.225

***

(2)
Here is a molecular structure, C13H18BrNO2 from OMol25. Energies are from ωB97M-V with the def2-TZVPD basis set.

Values from the calculation:
Kohn-Sham gap	9.10	eV
LUMO level	0.79	eV
relative energy (zero: lowest compared OMol25 entry of this formula, charge and spin)	1054.9	kJ/mol

ORCA input file:
```
! RIJCOSX wB97M-V def2-TZVPD def2/J DEFGRID3
* xyz 0 1
C -1.1892 -3.7231 1.3578
H -1.7224 -3.8347 2.4259
O -1.6446 -2.4045 1.1148
C -1.1253 -1.8078 -0.1751
C -0.4124 -2.3490 -1.1362
C 0.1391 -1.9507 -2.3798
C -0.0778 -0.6659 -2.6574
C -1.1511 0.1025 -1.7395
C -1.5205 -0.4838 -0.5699
C -2.1957 0.3592 0.5373
N -1.9065 1.5350 0.3527
H -2.7236 2.2724 0.5788
C -0.6631 2.2957 1.2198
H -0.7834 1.7200 2.2894
C 0.5258 1.5065 0.6709
H 0.6509 0.2882 0.6855
O 1.0143 1.9284 -0.5770
C 2.3403 1.4977 -0.8887
H 2.2071 0.3651 -1.0061
C 3.0699 1.7286 0.4180
H 3.3966 2.8604 0.3047
H 3.8604 0.9271 0.5427
C 1.8669 1.7068 1.4890
H 2.2040 1.0042 2.2674
H 1.4521 2.8132 1.8672
H 2.5403 2.0572 -1.6505
H -0.4506 3.3227 1.1416
H -2.1742 -0.2313 1.5235
H -3.1468 0.2044 0.1970
H -1.2131 1.0830 -1.8435
Br 0.1769 0.0552 -4.2271
H 0.5364 -2.4788 -3.0933
H -0.1139 -3.6519 -0.9316
H -0.1210 -3.7287 1.3444
H -1.6458 -4.3235 0.5474
*
```

These are the Löwdin partial charges, in e, on atoms 1 to 5:
1 C -0.123
2 H 0.143
3 O -0.163
4 C -0.185
5 C -0.058

***

(3)
Here is 2 unconnected molecules or ions with the total composition C2H5OS from OMol25. Energies are from ωB97M-V with the def2-TZVPD basis set.

Values from the calculation:
Kohn-Sham gap	7.03	eV
LUMO level	4.06	eV
relative energy (zero: lowest compared OMol25 entry of this formula, charge and spin)	38.1	kJ/mol

ORCA input file:
```
! RIJCOSX wB97M-V def2-TZVPD def2/J DEFGRID3
* xyz -1 1
S -2.6571 1.4692 -0.4560
H -3.2405 2.6226 -0.8032
C 1.7824 -0.7786 0.6113
C 0.5178 -0.6673 0.2142
O 0.1571 0.1131 -0.8178
H 2.0239 -1.4807 1.4062
H 2.5698 -0.3804 -0.0055
H -0.3389 -1.1690 0.6496
H -0.8146 0.2711 -0.7988
*
```

These are the Löwdin partial charges, in e, on atoms 1 to 5:
1 S -0.179
2 H -0.464
3 C -0.036
4 C -0.323
5 O -0.079

***

(4)
Here is a molecular structure, C23H23N6O3Pd from OMol25. Energies are from ωB97M-V with the def2-TZVPD basis set.

Values from the calculation:
Kohn-Sham gap (alpha / beta)	4.56 / 4.41	eV
LUMO level (alpha / beta)	-12.75 / -12.91	eV
relative energy (zero: lowest compared OMol25 entry of this formula, charge and spin)	229.5	kJ/mol

ORCA input file:
```
! RIJCOSX wB97M-V def2-TZVPD def2/J DEFGRID3
* xyz 3 1
Pd -0.2489 0.3123 -0.1511
O -1.2649 4.4794 0.4316
C -1.1487 3.3561 0.0015
N -0.5057 2.3443 0.6550
C 0.0764 2.6837 1.9076
C 0.5861 1.4814 2.6394
C 1.2618 1.6178 3.8545
C 1.7489 0.4848 4.4795
C 1.5469 -0.7544 3.8871
C 0.8262 -0.8134 2.7044
N 0.3745 0.2799 2.1046
C -1.7067 2.9318 -1.3301
C -2.4361 3.8461 -2.0863
C -2.9173 3.4375 -3.3208
C -2.6436 2.1507 -3.7571
C -1.9156 1.2949 -2.9319
N -1.4773 1.6950 -1.7492
H -0.6463 3.2439 2.5296
H 0.9106 3.3920 1.7446
H 1.4030 2.6008 4.2774
H 2.2805 0.5585 5.4180
H 1.9316 -1.6600 4.3302
H 0.6055 -1.7674 2.2386
H -2.6070 4.8341 -1.6867
H -3.4981 4.1140 -3.9370
H -2.9908 1.7992 -4.7169
H -1.6931 0.2773 -3.2372
N -2.4254 -0.7137 0.0545
C -2.3540 -2.1484 -0.0931
C -3.4735 -2.9396 0.0610
C -3.4020 -4.3284 -0.1091
C -2.2069 -4.9176 -0.4438
C -1.0318 -4.1458 -0.5849
C 0.2224 -4.7146 -0.8841
C 1.3378 -3.9116 -0.9144
C 1.1903 -2.5411 -0.6692
N 0.0235 -1.9644 -0.4494
C -1.0974 -2.7333 -0.3928
H -2.8526 -0.4768 0.9532
H -3.0568 -0.3382 -0.6582
H -4.4177 -2.4756 0.3120
H -4.2978 -4.9231 0.0099
H -2.1339 -5.9865 -0.5849
H 0.2872 -5.7795 -1.0561
H 2.3167 -4.3231 -1.1050
H 2.0644 -1.9008 -0.6518
N 4.9540 1.6031 -0.2902
C 3.9759 1.3243 -1.3648
C 2.6432 0.9236 -0.6503
O 2.7007 0.8342 0.5807
O 1.6423 0.7105 -1.3633
H 5.1912 2.5986 -0.1972
H 5.8293 1.0801 -0.3814
H 4.4192 1.2891 0.5748
H 4.2988 0.4907 -1.9942
H 3.8003 2.1865 -2.0083
*
```

These are the Löwdin partial charges, in e, on atoms 1 to 5:
1 Pd 1.210
2 O 0.179
3 C -0.446
4 N 0.033
5 C -0.146

***

(5)
Here is 3 unconnected molecules or ions with the total composition C24H53BN6O11P from OMol25. Energies are from ωB97M-V with the def2-TZVPD basis set.

Values from the calculation:
Kohn-Sham gap	7.85	eV
LUMO level	2.46	eV

ORCA input file:
```
! RIJCOSX wB97M-V def2-TZVPD def2/J DEFGRID3
* xyz -1 1
C -3.1946 -4.6983 3.4489
C -3.3867 -3.1815 3.2180
P -1.8302 -2.2806 3.6353
C -2.3582 -1.1204 4.9744
N -1.4069 -1.2241 2.3016
B -2.4448 -0.4613 1.6667
O -2.2675 0.1463 0.4353
N -3.7201 -0.2095 2.4107
C -3.7551 1.1882 2.8425
C -4.8878 -0.4757 1.5786
C -0.3180 -1.7694 1.4133
C 0.7132 -2.5820 2.2329
O 0.4694 -3.9798 2.4322
N 1.1495 -4.7317 1.4798
O 1.5578 -5.7265 1.9465
C -1.1031 -2.6041 0.3147
O -1.1032 -2.1539 -0.8435
O -1.7102 -3.5810 0.7808
N 0.3904 -0.6106 0.8302
C 1.3083 -0.7514 -0.2160
C 1.6858 -2.0739 -0.8282
O 1.8629 0.2599 -0.6147
C 0.9142 0.3365 1.8036
C 0.0903 1.5664 2.0626
O 1.9898 0.1631 2.3231
H -3.9036 -5.0880 4.1808
H -2.1938 -4.9050 3.8328
H -3.2741 -5.2409 2.5095
H -3.6223 -3.0215 2.1709
H -4.1820 -2.8076 3.8650
H -3.4418 -1.0014 4.9710
H -1.8704 -0.1532 4.8796
H -2.0839 -1.5999 5.9153
H -2.6509 -0.3674 -0.2835
H -4.7191 1.4054 3.3089
H -2.9623 1.3748 3.5679
H -3.6321 1.8924 2.0052
H -5.7816 -0.1228 2.1018
H -5.0242 -1.5434 1.4063
H -4.8710 0.0410 0.6069
H 0.8167 -2.1721 3.2345
H 1.6924 -2.4788 1.7677
H 1.5220 -2.0030 -1.8997
H 2.7627 -2.1747 -0.6653
H 1.1958 -2.9506 -0.4292
H 0.7226 2.3256 2.5175
H -0.7619 1.3199 2.6917
H -0.2830 1.9320 1.1065
C 8.3445 4.5803 -0.2105
O 7.5933 3.4565 -0.6110
C 8.0249 2.2303 -0.0303
C 6.9578 1.6569 0.8742
N 6.7991 2.4761 2.0687
C 5.6587 2.1027 2.9037
C 4.2630 2.2976 2.3291
O 3.9187 3.6616 2.1227
C 4.2676 4.1882 0.8596
H 7.9673 5.4371 -0.7670
H 8.2385 4.7831 0.8611
H 9.4079 4.4522 -0.4418
H 8.9611 2.3697 0.5193
H 8.2135 1.5278 -0.8476
H 7.2508 0.6462 1.1732
H 6.0295 1.5817 0.2917
H 6.6881 3.4412 1.7836
H 5.7259 2.6944 3.8207
H 5.7693 1.0534 3.1944
H 3.5506 1.9153 3.0594
H 4.0971 1.7187 1.4144
H 4.2262 3.4236 0.0791
H 5.2645 4.6431 0.8623
H 3.5464 4.9701 0.6175
C -4.3797 -1.9909 -2.9836
O -4.0308 -0.6181 -2.9964
C -2.6164 -0.4072 -3.0344
C -2.2199 0.2903 -4.3153
N -2.3938 -0.5904 -5.4660
C -2.2312 0.0646 -6.7553
C -3.2578 1.1216 -7.1476
O -4.5622 0.6087 -7.3532
C -5.3813 0.5532 -6.1996
H -5.4635 -2.0488 -2.8811
H -4.0864 -2.4927 -3.9133
H -3.9110 -2.5111 -2.1428
H -2.0796 -1.3470 -2.8993
H -2.3533 0.2419 -2.1963
H -1.1699 0.5884 -4.2496
H -2.8307 1.2019 -4.3998
H -3.3195 -0.9977 -5.4208
H -2.2530 -0.7142 -7.5231
H -1.2352 0.5185 -6.7926
H -2.9473 1.5418 -8.1090
H -3.2850 1.9545 -6.4350
H -5.1442 1.3572 -5.4977
H -5.2961 -0.4042 -5.6791
H -6.4156 0.6665 -6.5269
*
```

These are the Löwdin partial charges, in e, on atoms 1 to 5:
1 C -0.166
2 C -0.390
3 P 1.034
4 C -0.270
5 N -0.034

***

(6)
Here is a gas-phase ion, C6H14NS (charge +1) from OMol25. Energies are from ωB97M-V with the def2-TZVPD basis set.

Values from the calculation:
SMILES	C[NH+](C)C1(C)CSC1
Kohn-Sham gap	9.78	eV
LUMO level	-2.94	eV
relative energy (zero: lowest compared OMol25 entry of this formula, charge and spin)	212.0	kJ/mol

ORCA input file:
```
! RIJCOSX wB97M-V def2-TZVPD def2/J DEFGRID3
* xyz 1 1
C 1.4539 -1.2142 0.4827
N 0.6287 -0.0555 0.6767
C 1.3771 1.2223 0.8404
C -0.5693 0.0332 -0.3644
C -0.2008 -0.0810 -1.8175
C -1.5440 -1.0616 -0.0382
S -2.9391 -0.0048 0.4358
C -1.6242 1.3000 0.1156
H 2.2018 -1.2009 1.2725
H 0.9080 -2.1434 0.6333
H 1.9132 -1.2044 -0.4288
H -0.0280 -0.1710 1.4110
H 1.5204 1.8610 -0.0184
H 0.8270 1.8783 1.5554
H 2.4233 0.9905 1.2454
H 0.4927 0.5619 -2.3132
H -1.0989 -0.0694 -2.4721
H 0.2361 -1.0894 -1.7214
H -1.7253 -1.7698 -0.7945
H -1.2170 -1.6694 0.8874
H -1.2303 1.7552 0.9860
H -1.8052 2.1324 -0.5738
*
```

These are the Löwdin partial charges, in e, on atoms 1 to 5:
1 C -0.001
2 N -0.135
3 C 0.023
4 C -0.473
5 C -0.010